No. 1
Molecular formula: H24O12
Method: DFT, ωB97M-V/def2-TZVPD

The geometry in XYZ format:
```
36
Properties=species:S:1:pos:R:3:forces:R:3
O -0.966 -0.524 1.303 -1.071 0.969 1.446
H -1.581 -0.728 0.589 0.407 -0.339 0.144
H -0.132 -0.350 0.852 -0.614 -0.204 0.377
O -0.373 4.665 0.747 0.233 -0.199 -0.098
H -0.167 4.175 -0.058 -0.206 0.149 0.063
H -0.329 4.001 1.444 -0.148 -0.009 0.044
O -2.110 -2.241 -2.957 -0.113 0.137 -0.022
H -2.854 -2.827 -2.781 0.111 -0.024 -0.001
H -2.210 -2.007 -3.887 -0.065 -0.032 0.003
O 1.777 2.430 -1.645 -0.379 0.784 0.801
H 1.519 2.968 -0.888 0.257 0.218 0.002
H 1.180 2.713 -2.347 0.167 -0.091 -0.179
O 0.910 1.611 2.417 -0.143 0.384 -0.245
H 1.220 1.704 1.509 0.162 -0.079 0.122
H 1.074 2.475 2.811 0.138 -0.108 0.132
O 1.745 -1.505 2.576 1.191 -0.153 -1.433
H 2.434 -1.199 1.975 0.228 -0.056 -0.032
H 0.924 -1.287 2.122 0.098 0.037 0.353
O -3.058 -2.664 1.185 -0.165 0.157 -0.264
H -3.671 -2.858 0.467 0.021 -0.084 0.112
H -3.199 -1.728 1.367 -0.005 -0.116 0.234
O -3.775 0.303 -3.890 0.178 0.026 0.011
H -2.979 0.751 -4.199 -0.130 0.020 -0.019
H -3.520 -0.068 -3.038 0.003 -0.089 -0.028
O 0.169 -1.149 -0.626 0.999 -0.129 -1.283
H 1.127 -1.244 -0.581 0.114 -0.275 -0.233
H 0.037 -0.247 -0.939 -0.117 -0.202 -0.294
O 0.098 -1.313 4.119 -1.271 0.102 1.099
H -0.377 -1.779 3.421 -0.123 0.037 0.167
H -0.488 -0.584 4.354 -0.025 -0.086 -0.053
O 3.982 -0.082 -0.134 -0.247 -0.032 0.013
H 4.275 0.626 -0.718 -0.044 -0.025 0.007
H 3.634 -0.752 -0.734 0.161 0.047 -0.103
O 1.795 0.213 -2.599 -0.271 -0.842 -0.375
H 1.504 0.547 -1.744 0.486 0.398 -0.339
H 1.025 -0.251 -2.945 0.184 -0.293 -0.126
```
Positions in Å, forces in eV/Å.

Properties
Orbital gap (Ha): 0.32514
E (eV): -24957.2420
SMILES string: O.O.O.O.O.O.O.O.O.O.O.O



No. 2
Molecular formula: H24O12Xe
Method: DFT, ωB97M-V/def2-TZVPD

The geometry in XYZ format:
```
37
Properties=species:S:1:pos:R:3:forces:R:3
Xe 0.117 0.491 -0.227 -0.072 -0.011 -0.053
O -3.831 0.467 1.231 -0.478 -0.197 0.249
H -3.442 1.020 0.554 0.449 0.613 -0.361
H -4.766 0.459 1.026 -0.271 -0.076 0.045
O 1.946 -2.723 -2.662 0.130 -0.413 0.221
H 1.845 -1.813 -2.941 0.067 0.681 -0.082
H 1.525 -3.234 -3.353 -0.018 -0.278 -0.192
O -2.723 -2.629 -0.846 -0.223 0.089 -0.644
H -2.649 -2.328 0.059 0.449 0.149 0.605
H -3.227 -3.441 -0.789 -0.085 -0.250 -0.035
O 2.055 1.562 2.651 -0.016 0.089 -0.202
H 2.802 1.550 3.248 0.340 -0.213 0.260
H 1.356 1.985 3.149 -0.382 0.041 0.081
O 0.734 -3.062 1.788 -0.117 -0.098 0.619
H 1.438 -2.431 1.638 0.364 0.270 0.039
H 0.176 -2.988 1.014 -0.226 -0.308 -0.466
O -0.069 -3.675 -0.943 -0.165 -0.297 0.272
H -0.843 -3.208 -1.257 -0.621 0.151 0.057
H 0.663 -3.263 -1.404 0.637 0.140 -0.222
O -2.748 2.716 -0.175 -0.429 -0.294 0.254
H -1.976 2.770 -0.738 0.571 0.171 -0.148
H -3.445 3.131 -0.683 -0.237 0.131 -0.108
O 1.593 -0.045 -3.491 0.071 -0.101 -0.151
H 1.791 0.837 -3.177 0.166 0.196 0.187
H 0.753 0.043 -3.941 -0.279 -0.009 -0.146
O 2.773 -1.048 1.561 0.246 -0.181 0.073
H 3.286 -1.101 0.755 0.191 -0.163 -0.252
H 2.429 -0.155 1.567 -0.240 0.343 0.199
O 3.579 3.218 0.951 0.292 0.278 -0.474
H 3.800 3.910 1.574 0.120 0.195 0.076
H 2.930 2.682 1.406 -0.390 -0.342 0.238
O -2.162 -1.503 1.791 0.334 -0.897 -0.088
H -2.919 -0.992 1.504 -0.474 0.690 0.120
H -1.629 -0.883 2.288 0.214 -0.058 0.098
O -0.525 4.232 -1.203 -0.071 -0.189 -0.219
H -1.001 5.046 -1.040 -0.173 0.220 0.060
H 0.361 4.404 -0.886 0.329 -0.077 0.092
```
Positions in Å, forces in eV/Å.

Properties
Orbital gap (Ha): 0.33219
E (eV): -33922.6121



No. 3
Molecular formula: H25O12
Method: DFT, ωB97M-V/def2-TZVPD

The geometry in XYZ format:
```
37
Properties=species:S:1:pos:R:3:forces:R:3
O 2.051 -0.805 -0.319 -0.703 0.801 -0.431
H 1.688 -2.805 2.699 -0.318 0.297 -0.225
H -0.405 -0.839 -1.556 -0.781 -0.877 -0.370
O -0.477 -1.264 -0.629 0.588 0.331 -0.394
H -0.002 -0.597 -0.082 0.020 -0.559 0.308
H 1.964 1.548 2.648 -0.183 -0.309 -0.453
O -3.920 0.710 1.868 1.159 0.621 0.518
H 1.486 2.586 -0.950 0.223 -0.925 -0.166
O -0.485 -1.063 -3.188 0.648 -1.528 -1.092
H -3.282 0.993 2.561 -0.781 -0.490 -0.270
H -1.178 -1.609 -3.594 -1.146 0.993 0.619
O -3.286 -1.091 -2.647 0.853 -0.206 -0.112
H -3.504 -1.989 -2.918 -0.625 0.307 0.210
H -4.078 -0.587 -2.452 -0.272 -0.240 -0.088
O 0.170 0.600 3.690 0.010 0.375 0.612
H 0.446 1.419 4.131 -0.398 -0.167 -0.095
H 0.537 -0.066 4.291 -0.168 -0.127 -0.413
O 2.736 0.986 2.768 0.159 0.505 0.237
H -3.523 1.150 1.107 -0.332 -0.136 -0.301
H -2.733 3.124 -1.850 0.591 -0.104 -0.108
O 0.756 -2.669 2.454 0.684 -0.342 0.216
H 0.334 -3.394 2.929 -0.325 0.091 -0.080
H 0.188 -2.014 -0.700 -0.212 0.206 0.308
O 1.928 1.765 -1.311 -0.149 1.329 -0.143
H 1.932 0.099 -0.741 0.747 -0.711 0.808
H 2.647 2.186 -1.816 -0.124 -0.670 0.132
O 0.908 4.035 -0.335 -0.092 0.111 -0.166
H 0.476 4.773 -0.790 0.073 -0.199 0.416
H 0.635 4.013 0.588 -0.140 0.340 -0.121
O -2.309 2.267 -1.720 -0.513 -0.472 0.374
H 0.205 -1.650 -3.554 0.821 0.918 0.515
H 1.990 -0.697 0.640 0.477 0.265 -0.027
O 1.252 -3.973 -1.015 -0.943 0.978 -0.061
H 2.986 1.269 3.656 0.517 -0.315 -0.023
H 1.487 -4.447 -0.217 0.352 -0.276 -0.209
H -1.361 2.301 -1.863 -0.059 0.563 -0.223
H 1.739 -4.267 -1.785 0.341 -0.380 0.298
```
Positions in Å, forces in eV/Å.

Properties
Orbital gap (Ha): 0.39111
Net charge: +1
E (eV): -24969.0078



No. 4
Molecular formula: H26HeO13
Method: DFT, ωB97M-V/def2-TZVPD

The geometry in XYZ format:
```
40
Properties=species:S:1:pos:R:3:forces:R:3
He 14.338 -7.739 -2.588 -0.008 0.030 -0.011
O 16.090 -11.905 -2.602 0.086 -0.430 -0.217
H 16.218 -11.670 -3.522 0.106 0.006 -0.292
H 15.740 -11.110 -2.199 -0.130 0.438 0.520
O 14.464 -7.231 0.709 -0.266 -0.520 0.120
H 14.852 -6.404 0.423 0.599 0.306 -0.316
H 13.523 -7.059 0.732 -0.234 -0.005 0.092
O 17.217 -8.961 -5.657 0.435 -0.576 -0.396
H 16.436 -8.424 -5.791 -0.551 0.161 0.043
H 17.735 -8.476 -5.014 -0.092 0.124 0.142
O 14.570 -7.790 -5.604 0.755 0.406 -0.300
H 13.939 -8.279 -5.075 -0.266 -0.260 0.039
H 14.034 -7.189 -6.122 -0.013 0.127 -0.156
O 13.116 -4.501 -4.314 0.161 0.289 0.270
H 12.346 -5.069 -4.317 -0.615 -0.245 0.049
H 13.666 -4.838 -5.021 0.593 0.069 -0.067
O 16.320 -5.107 -5.256 -0.208 0.451 -0.131
H 16.421 -5.826 -4.632 0.000 -0.366 0.294
H 16.592 -5.477 -6.095 0.090 -0.116 -0.211
O 12.318 -10.085 -1.978 0.067 0.181 -0.128
H 12.124 -10.783 -1.353 -0.099 -0.481 0.040
H 11.710 -9.382 -1.749 -0.225 0.329 0.248
O 17.586 -7.236 -3.466 -0.146 0.143 -0.001
H 17.652 -7.921 -2.800 -0.026 -0.385 0.217
H 18.479 -6.903 -3.556 0.318 0.351 0.083
O 16.331 -5.738 -0.940 0.342 -0.306 0.497
H 15.581 -5.222 -1.235 -0.467 0.671 -0.256
H 16.448 -6.402 -1.620 0.129 -0.075 -0.257
O 10.992 -6.320 -4.045 -0.233 0.230 0.139
H 10.156 -6.390 -4.506 -0.297 0.207 -0.101
H 11.463 -7.119 -4.281 0.542 -0.476 0.074
O 14.126 -4.070 -1.565 0.158 -0.093 0.502
H 13.631 -4.353 -2.334 -0.117 -0.055 -0.929
H 13.482 -3.620 -1.018 -0.019 0.160 0.212
O 15.017 -9.960 -0.788 0.317 -0.379 -0.132
H 14.073 -9.978 -0.942 -0.224 0.140 -0.177
H 15.199 -9.058 -0.523 -0.005 0.462 0.364
O 12.408 -8.851 -4.519 -0.542 0.411 -0.082
H 12.456 -9.363 -3.712 0.211 -0.558 0.586
H 11.538 -9.041 -4.872 -0.126 -0.366 -0.371
```
Positions in Å, forces in eV/Å.

Properties
Orbital gap (Ha): 0.36942
E (eV): -27119.4317



No. 5
Molecular formula: H26HeO13
Method: DFT, ωB97M-V/def2-TZVPD

The geometry in XYZ format:
```
40
Properties=species:S:1:pos:R:3:forces:R:3
He 0.074 0.071 -0.117 -0.003 -0.033 -0.011
O 0.618 3.589 2.772 -0.086 1.031 -0.046
H 1.363 3.825 2.218 0.122 0.111 -0.043
H 0.562 2.636 2.705 -0.007 -0.975 0.085
O -1.653 -1.005 2.876 -0.543 0.629 0.612
H -1.119 -1.304 3.612 0.124 -0.073 0.280
H -1.408 -1.581 2.152 0.370 -0.331 -0.503
O 0.525 0.833 2.878 0.156 0.647 0.217
H -0.395 0.571 2.866 -0.520 -0.267 -0.094
H 0.943 0.278 2.220 0.330 -0.451 -0.018
O 2.417 -1.064 1.873 -0.175 0.261 0.525
H 2.790 -1.945 1.848 -0.061 -0.283 -0.086
H 2.675 -0.671 1.039 0.277 0.033 -0.557
O -1.191 1.427 -2.586 -0.288 -0.035 0.200
H -1.750 2.093 -2.985 -0.158 0.387 -0.138
H -0.460 1.329 -3.197 0.371 -0.129 -0.171
O 1.739 -2.855 -0.556 0.236 -0.480 0.028
H 0.860 -2.725 -0.201 -0.381 0.019 0.071
H 2.119 -1.977 -0.583 0.140 0.378 -0.199
O -3.658 0.862 0.504 0.092 0.166 -0.267
H -4.026 0.034 0.195 -0.073 -0.206 -0.125
H -3.883 0.893 1.434 0.052 0.027 0.320
O 2.977 2.216 -0.422 0.680 -0.124 0.020
H 2.021 2.271 -0.414 -0.892 0.216 -0.131
H 3.250 2.690 0.364 0.154 0.106 0.190
O -0.773 -3.215 -3.005 0.057 -0.291 0.141
H -0.599 -3.188 -3.946 0.049 -0.024 -0.189
H -1.096 -2.338 -2.796 -0.284 0.306 0.030
O -2.875 -0.774 -2.837 -0.225 -0.462 0.027
H -2.530 0.108 -2.694 0.505 0.331 0.190
H -3.775 -0.634 -3.132 -0.246 -0.183 -0.109
O 0.164 2.880 -0.608 0.390 0.228 0.116
H -0.296 3.634 -0.239 0.054 0.206 0.363
H -0.524 2.359 -1.022 -0.197 -0.466 -0.278
O -1.015 -2.637 0.801 0.185 0.110 0.008
H -1.110 -3.528 1.136 0.061 -0.416 0.056
H -1.858 -2.442 0.392 -0.268 0.045 -0.466
O 3.288 -0.416 -0.904 -0.022 -0.834 0.031
H 3.442 0.499 -0.670 -0.191 1.107 0.052
H 4.164 -0.797 -0.973 0.217 -0.282 -0.130
```
Positions in Å, forces in eV/Å.

Properties
Orbital gap (Ha): 0.37757
E (eV): -27119.4024



No. 6
Molecular formula: H26KrO13
Method: DFT, ωB97M-V/def2-TZVPD

The geometry in XYZ format:
```
40
Properties=species:S:1:pos:R:3:forces:R:3
Kr 0.446 0.019 0.666 0.029 0.011 0.030
O 0.855 3.721 1.282 -0.084 0.362 -0.206
H 0.443 4.176 2.016 0.034 0.105 0.338
H 0.123 3.364 0.779 -0.158 -0.448 -0.281
O 2.587 1.469 -2.145 -0.177 0.069 -0.067
H 3.529 1.360 -2.274 0.260 -0.218 -0.006
H 2.500 2.329 -1.733 -0.042 0.197 0.209
O -3.541 -0.391 0.568 -0.019 -0.565 -0.836
H -3.317 0.297 1.194 0.448 0.683 0.818
H -4.468 -0.569 0.729 -0.260 -0.166 -0.114
O -1.084 -2.881 -2.330 -0.076 -0.655 0.147
H -0.254 -2.660 -2.752 0.180 0.225 -0.197
H -1.357 -2.071 -1.899 -0.085 0.218 -0.057
O 0.705 -3.038 2.624 0.469 -0.055 0.376
H -0.101 -2.729 2.211 -0.501 0.161 -0.235
H 0.997 -3.761 2.068 0.094 -0.125 -0.113
O 0.495 -0.238 -2.954 0.290 -0.504 -0.297
H -0.287 -0.211 -2.402 -0.412 -0.025 0.157
H 1.097 0.385 -2.546 0.612 0.380 0.003
O -2.014 -0.164 -1.999 -0.110 0.325 0.059
H -2.311 0.580 -2.523 -0.077 -0.015 -0.515
H -2.412 -0.027 -1.140 -0.452 -0.291 0.756
O 2.574 -2.374 -1.244 0.043 -0.185 -0.043
H 2.027 -1.704 -1.654 -0.288 0.447 -0.200
H 2.163 -3.203 -1.491 -0.079 -0.257 -0.022
O 4.387 -1.977 0.737 0.551 0.031 0.372
H 4.208 -2.316 1.614 0.011 0.049 0.264
H 3.600 -2.187 0.234 -0.361 0.010 -0.470
O -1.620 2.713 -0.099 0.157 0.225 0.287
H -1.804 3.651 -0.158 -0.128 0.447 -0.169
H -2.065 2.334 -0.856 0.006 -0.274 -0.243
O 3.079 2.377 2.132 0.549 -0.426 0.166
H 3.462 3.167 2.512 0.124 0.128 0.071
H 2.273 2.678 1.712 -0.373 0.175 -0.096
O -1.787 -2.672 1.241 0.160 -0.218 0.134
H -2.445 -2.087 0.864 -0.292 0.570 -0.030
H -1.941 -3.513 0.811 0.080 -0.290 -0.135
O -2.808 1.704 2.213 -0.295 -0.342 0.411
H -3.592 2.211 2.424 -0.251 0.121 0.252
H -2.345 2.238 1.567 0.422 0.119 -0.517
```
Positions in Å, forces in eV/Å.

Properties
Orbital gap (Ha): 0.33586
E (eV): -101970.0061



Asked for relative energy (zero: lowest compared OMol25 entry of this formula, charge and spin) across the records above, the calculation gives 4.452, 0.650, 2.023, 1.239, 1.268, 0.756 eV in order.